{"formula": "C5H8BN2O4S", "method": "ωB97M-V/def2-TZVPD", "spin_multiplicity": 1, "e_homo_ev": -14.18, "de_lowest_kcal_mol": 20.1, "total_energy_ha": -1028.6062, "total_charge": 1, "symbols": ["B", "C", "C", "C", "C", "C", "N", "N", "O", "O", "O", "O", "S", "H", "H", "H", "H", "H", "H", "H", "H"], "positions_angstrom": [[1.9451, 1.4596, 0.5234], [0.9052, -0.6669, 0.2309], [3.4383, -0.2896, -0.1797], [-2.7604, -0.2098, -0.1335], [2.2934, -1.2292, 0.4001], [-1.2827, 1.8991, -1.0401], [-3.0901, 0.5104, 0.8163], [-3.0612, -1.5389, -0.4005], [-0.0466, -1.2478, -0.2419], [4.4649, -0.6107, -0.6579], [0.8477, 0.6239, 0.5665], [3.1774, 1.0062, 0.2710], [-1.5185, 0.3608, -1.4169], [2.4457, -1.1592, 1.4415], [2.5143, -2.3401, 0.1522], [-1.7823, 2.2787, -0.0757], [-0.7142, 2.6218, -1.6885], [-3.6295, 0.2080, 1.6128], [1.8774, 2.5659, 0.8555], [-3.0767, -2.2785, 0.2570], [-2.9473, -1.9637, -1.2925]], "forces_ev_per_angstrom": [[0.39, 0.08, 0.94], [0.81, -1.19, -1.43], [-0.98, -0.63, 1.83], [-0.47, -2.27, 0.83], [1.28, -1.69, -1.74], [-0.89, 1.08, 0.76], [1.32, 1.08, -0.51], [0.11, 0.99, -0.66], [0.51, 0.27, 0.84], [-0.63, 0.16, -0.19], [-1.07, 0.38, -0.02], [1.18, -0.45, -1.31], [-0.69, 1.08, -0.36], [0.51, 0.09, 1.54], [-0.90, 2.04, -0.05], [0.71, -0.58, -1.42], [-0.39, -1.13, 0.74], [-0.39, -0.38, -0.27], [-0.53, 0.66, -0.01], [-0.20, 0.03, 1.40], [0.33, 0.37, -0.92]], "lowdin_charge": [-0.350, -0.435, -0.359, -0.633, 0.065, -0.233, 0.149, 0.099, 0.037, 0.224, 0.155, 0.203, 1.173, 0.130, 0.186, 0.093, 0.090, 0.098, 0.118, 0.105, 0.085]}